(1)
{"formula": "C16H13Cl3MoNO9S", "method": "ωB97M-V/def2-TZVPD", "e_homo_ev": -12.49, "e_tot_ha": -3196.0306, "spin_multiplicity": 1, "charge": 1, "e_lumo_ha": -0.228, "orbital_gap_ev": 6.294, "elements": ["Mo", "C", "C", "C", "C", "C", "C", "C", "S", "O", "O", "N", "C", "C", "O", "O", "H", "H", "H", "H", "H", "H", "H", "H", "H", "O", "C", "C", "O", "C", "C", "O", "C", "O", "O", "Cl", "C", "H", "H", "Cl", "C", "Cl", "H", "H"], "coordinates": [[0.12284, -0.11157, 0.57059], [5.92462, -5.00682, -1.37278], [5.29026, -3.81400, -0.72851], [5.75196, -3.33770, 0.49867], [5.18084, -2.22523, 1.08997], [4.13962, -1.58616, 0.43448], [3.67045, -2.02098, -0.79857], [4.25120, -3.13483, -1.37138], [3.33664, -0.23391, 1.21312], [3.18909, 0.89623, 0.35029], [3.80814, -0.03130, 2.54100], [1.68092, -0.84060, 1.37528], [1.50792, -1.56138, 2.62996], [0.10843, -1.20710, 3.16594], [-0.33525, -1.51702, 4.21166], [-0.54216, -0.51691, 2.19784], [6.31122, -5.70035, -0.62892], [6.76963, -4.67729, -1.98121], [5.22889, -5.52431, -2.02986], [6.57578, -3.83740, 0.99012], [5.53502, -1.83926, 2.03615], [2.87583, -1.47733, -1.29515], [3.90790, -3.48014, -2.33734], [2.26193, -1.24500, 3.35172], [1.56865, -2.64600, 2.50627], [2.73915, 4.81859, -2.02176], [2.12655, 3.91093, -1.56760], [2.11523, 2.44989, -2.09153], [2.71350, 2.00720, -3.02618], [1.23870, 1.76160, -1.13648], [0.76594, 2.56855, -0.11455], [0.14158, 1.95946, 0.83488], [1.21458, 3.98654, -0.31013], [0.95896, 4.95129, 0.33597], [0.91087, 0.51179, -0.87884], [-2.30889, -0.08050, 0.01430], [-1.23836, -1.39685, -0.48631], [-1.27256, -1.47365, -1.57144], [-1.61842, -2.31659, -0.04288], [-4.18263, 1.23367, -2.63898], [-2.71884, 1.72747, -3.49148], [-1.32042, 1.87990, -2.38103], [-2.88263, 2.70157, -3.93757], [-2.45707, 0.97802, -4.22918]]}



(2)
{"formula": "C16H13Cl40N2O4PS", "method": "ωB97M-V/def2-TZVPD", "e_homo_ev": -9.22, "e_tot_ha": -20175.0980, "spin_multiplicity": 1, "e_lumo_ha": 0.002, "orbital_gap_ev": 9.264, "elements": ["C", "C", "C", "P", "O", "O", "O", "N", "C", "O", "C", "S", "C", "N", "H", "H", "H", "H", "H", "H", "H", "H", "H", "H", "H", "H", "H", "C", "Cl", "Cl", "Cl", "Cl", "C", "Cl", "Cl", "Cl", "Cl", "C", "Cl", "Cl", "Cl", "Cl", "C", "Cl", "Cl", "Cl", "Cl", "C", "Cl", "Cl", "Cl", "Cl", "C", "Cl", "Cl", "Cl", "Cl", "C", "Cl", "Cl", "Cl", "Cl", "C", "Cl", "Cl", "Cl", "Cl", "C", "Cl", "Cl", "Cl", "Cl", "C", "Cl", "Cl", "Cl", "Cl"], "coordinates": [[1.20950, 1.31362, -1.21771], [0.59788, 0.00984, -1.75608], [-0.66202, -0.27638, -0.87649], [-2.03691, -1.14946, -1.73593], [-3.31330, -0.49477, -1.44858], [-2.13604, -2.66120, -1.23574], [-1.74725, -1.05837, -3.29484], [-0.10233, -0.99638, 0.26851], [0.73496, -1.97855, -0.28003], [0.92428, -3.09730, 0.11898], [1.38551, -1.30475, -1.50174], [1.28963, -2.33248, -3.01936], [2.88577, -1.16664, -1.17584], [3.63742, -0.52885, -2.27405], [0.50814, 2.11282, -1.46743], [1.27327, 1.29917, -0.13895], [2.15896, 1.56177, -1.68579], [0.38211, 0.19615, -2.79938], [-1.13555, 0.66883, -0.61817], [-1.35461, -3.19867, -1.45117], [-2.59595, -0.75163, -3.67099], [-0.78514, -1.35671, 0.92763], [1.90976, -1.47647, -3.83810], [3.01788, -0.59220, -0.26163], [3.26131, -2.17412, -0.99677], [4.31457, 0.10186, -1.85648], [4.21448, -1.23152, -2.72369], [0.33906, -4.53012, 3.66476], [-0.97895, -3.74017, 2.78254], [0.65856, -6.11024, 2.94894], [1.80385, -3.54726, 3.58973], [-0.13577, -4.72218, 5.35304], [2.95127, 1.11922, 2.97432], [4.48788, 1.21172, 2.09868], [2.26242, 2.73393, 3.13115], [1.80319, 0.14758, 2.05421], [3.22315, 0.41545, 4.57182], [-1.49190, 3.50070, -1.22168], [-0.66753, 3.78157, 0.31464], [-2.04946, 1.82707, -1.29516], [-2.87710, 4.58836, -1.35881], [-0.37046, 3.80292, -2.55922], [0.36438, 8.01723, 0.45054], [-0.00969, 6.83185, -0.80170], [1.62005, 9.11892, -0.11914], [-1.09135, 8.93641, 0.85396], [0.92958, 7.15183, 1.88128], [-0.67373, -5.65161, -3.83027], [0.14220, -5.70293, -2.25960], [-1.48238, -7.18809, -4.13545], [-1.87457, -4.35301, -3.81612], [0.51098, -5.34799, -5.10255], [-1.83712, 5.36402, 4.54242], [-3.06018, 4.15024, 4.92878], [-2.34555, 6.25593, 3.11118], [-1.66500, 6.47834, 5.90190], [-0.28319, 4.54902, 4.26702], [-3.85782, 1.05719, -6.07808], [-5.29502, 1.84006, -6.73075], [-2.91234, 2.22203, -5.14782], [-4.35288, -0.26787, -5.01015], [-2.87802, 0.41224, -7.39601], [3.18649, 5.81449, 6.03440], [2.24355, 6.51036, 4.70916], [4.07067, 4.40659, 5.44332], [4.32526, 7.02024, 6.64166], [2.09499, 5.32398, 7.33300], [2.09540, -3.00719, 8.70871], [2.14150, -3.08282, 6.94773], [2.96150, -1.57140, 9.26807], [0.41311, -2.92434, 9.24444], [2.85561, -4.45237, 9.38136], [-4.61027, -7.61280, -7.26848], [-6.10680, -6.89839, -7.87746], [-3.68414, -6.39793, -6.38762], [-4.99779, -8.95163, -6.18173], [-3.65182, -8.21588, -8.62425]]}



(3)
{"formula": "C16H13ClCo2O10", "method": "ωB97M-V/def2-TZVPD", "e_homo_ev": -1.20, "e_tot_ha": -4595.5586, "spin_multiplicity": 1, "charge": -2, "e_lumo_ha": 0.162, "orbital_gap_ev": 5.618, "elements": ["C", "C", "O", "C", "C", "Cl", "C", "O", "O", "C", "C", "O", "H", "H", "H", "H", "H", "H", "H", "H", "H", "H", "O", "C", "Co", "C", "O", "C", "O", "C", "C", "C", "Co", "C", "O", "C", "O", "C", "O", "H", "H", "H"], "coordinates": [[-0.27215, 5.05626, 1.12468], [-1.16907, 4.29359, 2.05237], [-0.48934, 3.08826, 2.42513], [-1.31702, 2.30299, 3.13030], [-0.75692, 1.03131, 3.58469], [-1.82538, 0.00928, 4.31727], [0.62697, 0.56504, 3.53503], [0.97009, -0.52660, 3.96285], [1.49146, 1.40660, 2.95065], [2.82025, 0.86240, 2.97478], [3.64894, 1.65349, 2.00734], [-2.47351, 2.63578, 3.35008], [-0.77096, 5.98300, 0.83223], [0.68181, 5.30820, 1.59466], [-0.06130, 4.48072, 0.21893], [-1.38891, 4.88316, 2.94942], [-2.10945, 4.05983, 1.54703], [3.22213, 0.92746, 3.99481], [2.80736, -0.18572, 2.66617], [4.66051, 1.23982, 1.97707], [3.21706, 1.58899, 1.00266], [3.70981, 2.70968, 2.28667], [1.24056, -5.09610, -5.21352], [0.36751, -4.77512, -4.52197], [-0.90569, -4.15357, -3.45971], [-2.24645, -3.69748, -4.50021], [-3.15038, -3.36366, -5.13928], [-1.57543, -5.42653, -2.52931], [-2.06978, -6.23038, -1.84874], [-0.09634, -3.06040, -2.08133], [0.19278, -1.93216, -2.90495], [0.93008, -1.48736, -3.94232], [-1.12215, -1.64873, -1.66571], [-2.40698, -0.63516, -2.40828], [-3.21497, -0.04872, -2.98773], [-0.08662, -0.45793, -0.77237], [0.70575, 0.23391, -0.29508], [-2.13811, -2.43550, -0.40808], [-2.78877, -3.06060, 0.31838], [0.59408, -3.51855, -1.37466], [0.62987, -0.64490, -4.59722], [1.91868, -1.93461, -4.15273]]}



(4)
{"formula": "C16H13FN2O5S", "method": "ωB97M-V/def2-TZVPD", "e_homo_ev": -8.05, "smiles": "COc1ccc2[nH]c(C(=O)O)c(NS(=O)(=O)c3ccc(F)cc3)c2c1", "e_tot_ha": -1601.2978, "spin_multiplicity": 1, "e_lumo_ha": 0.001, "orbital_gap_ev": 8.070, "elements": ["C", "O", "C", "C", "C", "C", "N", "C", "C", "O", "O", "C", "N", "S", "O", "O", "C", "C", "C", "C", "F", "C", "C", "C", "C", "H", "H", "H", "H", "H", "H", "H", "H", "H", "H", "H", "H", "H"], "coordinates": [[-3.44439, -2.77618, -0.22135], [-2.59862, -1.70472, -0.56273], [-1.26321, -1.80223, -0.29673], [-0.65458, -2.92765, 0.28616], [0.70399, -2.96817, 0.51323], [1.46506, -1.85346, 0.18346], [2.80220, -1.63042, 0.29055], [3.07838, -0.36084, -0.16006], [4.40029, 0.22267, -0.19002], [4.66534, 1.29155, -0.69483], [5.33792, -0.54846, 0.39769], [1.90266, 0.24942, -0.57370], [1.76894, 1.56559, -1.00926], [1.23653, 2.62692, 0.21851], [1.76030, 2.20876, 1.48712], [1.51184, 3.94953, -0.24825], [-0.53023, 2.35546, 0.21294], [-1.11393, 1.66336, 1.25648], [-2.47650, 1.42142, 1.23390], [-3.21089, 1.88319, 0.15394], [-4.53350, 1.64696, 0.12177], [-2.63402, 2.58867, -0.89086], [-1.27074, 2.82676, -0.85419], [0.85821, -0.69572, -0.37378], [-0.50854, -0.69513, -0.64473], [-3.42363, -2.98061, 0.85403], [-4.44596, -2.45725, -0.50542], [-3.18666, -3.68711, -0.77126], [-1.24844, -3.78790, 0.55013], [1.16257, -3.84741, 0.93904], [3.49793, -2.26493, 0.64386], [6.19243, -0.09143, 0.36820], [2.66374, 1.92798, -1.33236], [-0.48974, 1.32562, 2.06778], [-2.96996, 0.88288, 2.02674], [-3.24809, 2.93426, -1.70721], [-0.76962, 3.37242, -1.63695], [-0.98713, 0.13620, -1.13179]]}



(5)
{"formula": "C16H13N2O3Te4Ti", "method": "ωB97M-V/def2-TZVPD", "e_homo_ev": [-10.38, -10.38], "e_tot_ha": -2874.2088, "spin_multiplicity": 1, "charge": 1, "e_lumo_ha": [-0.162, -0.162], "orbital_gap_ev": [5.955, 5.954], "elements": ["Ti", "N", "C", "C", "C", "C", "C", "C", "C", "C", "N", "C", "H", "H", "H", "H", "H", "H", "H", "H", "Te", "Te", "Te", "Te", "O", "C", "C", "C", "C", "C", "C", "C", "O", "O", "H", "H", "H", "H", "H"], "coordinates": [[-1.25790, 0.52948, -1.17765], [-0.47603, 0.65796, 1.14287], [0.65122, 1.52033, 1.16447], [1.22578, 1.97999, 2.34847], [2.31587, 2.87569, 2.28075], [2.82628, 3.29780, 1.06536], [2.27467, 2.84541, -0.16449], [2.74130, 3.24067, -1.43469], [2.13475, 2.72163, -2.57793], [1.10174, 1.81542, -2.45436], [0.64904, 1.40817, -1.26007], [1.17258, 1.92139, -0.10407], [-0.29641, -0.33247, 1.31055], [-1.36398, 0.97305, 1.55651], [0.82714, 1.60885, 3.28928], [2.76392, 3.23503, 3.21082], [3.66303, 4.00247, 1.02486], [3.57324, 3.94531, -1.48105], [2.48148, 3.00952, -3.56492], [0.55692, 1.44461, -3.32367], [-2.53373, 2.79412, -0.36669], [-2.14875, 2.84319, -3.03390], [-2.96633, 0.32509, -3.59183], [-0.74900, -1.17812, -3.45525], [0.13990, -1.58139, -0.33399], [-0.55787, -2.69168, 0.14512], [0.08951, -3.91067, 0.26192], [-0.56728, -4.96847, 0.89199], [-1.88027, -4.81741, 1.39569], [-2.50447, -3.58886, 1.28325], [-1.85896, -2.52529, 0.65631], [-2.52428, -1.17151, 0.64396], [-2.98075, -0.55708, 1.60292], [-2.63950, -0.73020, -0.63723], [0.93511, -1.92083, -0.78286], [1.11759, -4.03594, -0.11266], [-0.05045, -5.91795, 1.01643], [-2.39351, -5.64452, 1.86770], [-3.49162, -3.42278, 1.69811]]}



(6)
{"formula": "C16H13N3O2", "method": "ωB97M-V/def2-TZVPD", "e_homo_ev": -8.95, "smiles": "Cc1nc(O)c(CCc2nc3ccccc3o2)cc1C#N", "e_tot_ha": -932.2079, "spin_multiplicity": 1, "e_lumo_ha": -0.003, "orbital_gap_ev": 8.852, "elements": ["C", "C", "N", "C", "O", "C", "C", "C", "C", "N", "C", "C", "C", "C", "C", "C", "O", "C", "C", "C", "N", "H", "H", "H", "H", "H", "H", "H", "H", "H", "H", "H", "H", "H"], "coordinates": [[5.50260, 2.84412, 0.02657], [4.22851, 2.16990, -0.16971], [4.14084, 1.10341, -1.00257], [2.93745, 0.42814, -1.16010], [2.99951, -0.55744, -2.08670], [1.70669, 0.79170, -0.62466], [0.39993, 0.00622, -0.83566], [-0.14730, -0.66461, 0.46044], [-1.64467, -1.02771, 0.43649], [-2.75941, -0.23302, 0.50960], [-3.76678, -1.16612, 0.42631], [-5.08586, -0.97881, 0.37524], [-6.01155, -2.03946, 0.15463], [-5.48029, -3.31087, -0.07513], [-4.13901, -3.56590, 0.03432], [-3.22981, -2.48216, 0.21566], [-1.89798, -2.37021, 0.34974], [1.91035, 1.80815, 0.41012], [3.13432, 2.58156, 0.55642], [3.34148, 3.57122, 1.54756], [3.22956, 4.45177, 2.27079], [6.00884, 2.72165, 0.93154], [5.51682, 3.99406, -0.11973], [6.12503, 2.36807, -0.82201], [3.86778, -0.32631, -2.47837], [-0.44451, 0.55818, -1.22902], [0.43677, -0.87604, -1.52085], [0.06300, 0.03561, 1.29249], [0.38693, -1.54153, 0.63179], [-5.44831, 0.03998, 0.51122], [-7.08108, -1.81847, 0.27325], [-6.18293, -4.09018, -0.23187], [-3.68568, -4.53902, -0.02617], [1.06877, 2.11410, 0.96835]]}



(7)
{"formula": "C16H13N4O9S", "method": "ωB97M-V/def2-TZVPD", "e_homo_ev": -4.35, "e_tot_ha": -1911.5299, "spin_multiplicity": 1, "charge": -1, "e_lumo_ha": 0.007, "orbital_gap_ev": 4.524, "elements": ["C", "C", "O", "C", "C", "S", "C", "C", "C", "C", "C", "C", "O", "O", "H", "H", "H", "H", "H", "H", "H", "H", "H", "H", "H", "O", "N", "O", "C", "C", "C", "N", "O", "O", "C", "C", "N", "O", "O", "N", "C", "H", "H"], "coordinates": [[-4.92353, -0.86049, 2.87625], [-4.09083, -0.26626, 1.76423], [-2.80175, 0.11335, 2.29639], [-2.06081, 0.67421, 1.28014], [-0.76971, 1.07476, 1.79611], [0.69742, 1.68582, 1.21101], [1.88380, 0.41602, 1.77142], [2.07810, -0.67415, 0.92515], [2.95006, -1.70352, 1.27357], [3.61543, -1.65386, 2.49959], [3.39345, -0.58897, 3.37206], [2.52413, 0.44718, 3.01343], [1.11289, 2.90405, 1.96191], [-2.57352, 0.81170, 0.14846], [-5.93764, -0.95754, 2.47145], [-4.54598, -1.86039, 3.13575], [-4.94585, -0.22494, 3.77366], [-3.94552, -1.02167, 0.97075], [-4.59585, 0.61990, 1.34106], [-0.79388, 1.18481, 2.88512], [1.52587, -0.70383, -0.00969], [3.08287, -2.53822, 0.58563], [4.28888, -2.46273, 2.78560], [3.88259, -0.56010, 4.34593], [2.33535, 1.26704, 3.69573], [3.39548, 0.94176, -4.87602], [2.70780, -0.03318, -4.53317], [2.90213, -1.18883, -4.97693], [1.61910, 0.11709, -3.60192], [0.83006, -1.01078, -3.36149], [-0.27937, -0.89507, -2.50766], [-1.20506, -2.00712, -2.39848], [-0.91873, -3.08834, -2.95882], [-2.23381, -1.85652, -1.71235], [-0.49825, 0.28026, -1.74132], [0.13023, 1.43481, -2.18874], [-0.15919, 2.79719, -1.94316], [-1.04875, 3.36039, -1.33714], [0.76782, 3.52975, -2.73239], [1.60092, 2.68914, -3.42056], [1.20751, 1.42898, -3.07815], [1.08346, -1.97877, -3.77995], [-1.28730, 0.35707, -1.02246]]}



(8)
{"formula": "C16H14BClLuO2", "method": "ωB97M-V/def2-TZVPD", "e_homo_ev": -3.67, "e_tot_ha": -2489.2985, "spin_multiplicity": 1, "charge": -1, "e_lumo_ha": 0.108, "orbital_gap_ev": 6.610, "elements": ["C", "C", "C", "H", "C", "C", "H", "H", "H", "H", "Lu", "Cl", "C", "C", "C", "H", "C", "C", "H", "H", "H", "H", "O", "B", "O", "C", "C", "C", "C", "C", "C", "H", "H", "H", "H"], "coordinates": [[-2.77023, -1.52719, -1.70341], [-2.07807, -1.71156, -2.94605], [-1.65579, -0.44492, -3.39983], [-1.84180, -2.66359, -3.42646], [-2.06717, 0.51702, -2.48487], [-2.74007, -0.12854, -1.42527], [-3.12327, 0.35286, -0.51614], [-3.13108, -2.33367, -1.04707], [-1.11838, -0.25385, -4.32417], [-1.90997, 1.59114, -2.59607], [-0.59721, -1.16669, -1.21517], [0.16065, -2.99847, 0.19108], [2.79152, -0.34325, -1.39527], [2.31869, 0.87936, -1.95708], [1.86612, 0.60670, -3.28024], [2.29142, 1.84247, -1.44262], [2.03570, -0.78312, -3.53299], [2.61398, -1.37877, -2.36555], [2.86230, -2.43191, -2.22758], [3.16430, -0.47397, -0.37084], [1.39113, 1.32182, -3.95396], [1.73077, -1.30974, -4.43892], [-1.13122, 0.05793, 1.89063], [-0.16159, 0.45728, 0.90481], [0.83339, 1.18744, 1.55983], [0.51319, 1.23110, 2.89052], [1.21743, 1.77009, 3.93919], [0.67493, 1.57520, 5.22040], [-0.51218, 0.87182, 5.41213], [-1.23247, 0.34378, 4.33146], [-0.68870, 0.53584, 3.07782], [2.15098, 2.30169, 3.73673], [1.21784, 1.99881, 6.06381], [-0.91158, 0.71714, 6.41380], [-2.16354, -0.21025, 4.41734]]}